Entry 1:
Molecular formula: C18H29F3NO5P2PtS
Method: DFT, ωB97M-V with the def2-TZVPD basis set

Structure (XYZ):
```
60
Properties=species:S:1:pos:R:3
C -1.005 2.658 -2.796
C -0.991 1.520 -1.962
N 0.106 1.188 -1.272
C 1.273 1.841 -1.455
C 1.353 2.913 -2.388
C 0.198 3.310 -3.055
C -2.192 0.599 -1.946
P -2.207 -0.258 -0.318
Pt 0.042 -0.537 0.015
P 2.361 -0.223 0.086
C 2.521 1.410 -0.682
C -0.045 -1.928 1.511
C -0.469 -1.598 2.808
C -0.530 -2.582 3.817
C -0.113 -3.904 3.514
C 0.327 -4.219 2.210
C 0.361 -3.236 1.212
O -1.617 -0.796 -3.804
O 0.434 -1.403 -2.997
H -1.921 2.955 -3.283
H 2.334 3.336 -2.571
H 0.253 4.141 -3.782
C -3.085 0.433 1.125
C -3.054 -1.807 -0.677
H 3.410 1.435 -1.327
H 2.680 2.126 0.138
H -2.050 -0.172 -2.689
H -3.081 1.243 -1.923
C 3.113 -0.204 1.704
C 3.213 -1.383 -0.985
H -0.754 -0.573 3.018
H -0.880 -2.334 4.814
H -0.157 -4.678 4.272
H 0.646 -5.229 1.954
H 0.679 -3.469 0.200
H 0.090 -1.393 -1.941
H 0.844 -2.080 -3.601
H -0.564 -1.025 -3.620
H -2.102 -0.515 -4.555
H 0.573 -1.764 -0.917
H -4.148 0.627 0.911
H -3.024 -0.281 1.965
H -2.597 1.331 1.532
H -4.137 -1.628 -0.702
H -2.701 -2.156 -1.655
H -2.832 -2.554 0.096
H 4.265 -1.092 -1.054
H 3.148 -2.381 -0.542
H 2.750 -1.388 -1.976
H 4.201 -0.131 1.610
H 2.717 0.640 2.277
H 2.880 -1.142 2.213
F -0.727 5.047 2.432
C -0.203 4.031 1.715
F -1.084 3.706 0.719
F 0.968 4.436 1.147
S 0.093 2.502 2.743
O 0.959 2.954 3.820
O -1.251 2.058 3.141
O 0.729 1.620 1.751
```

Strongest force on any atom (eV/Å): 6.8
E_tot (a.u.): -2633.572189
Charge: +1
E_LUMO (spin up / spin down) (eV): -2.6 / -7.1
Multiplicity: 5



Entry 2:
Molecular formula: C18H29LuN2O2P2
Method: DFT, ωB97M-V with the def2-TZVPD basis set

Structure (XYZ):
```
54
Properties=species:S:1:pos:R:3
C -0.863 3.977 -1.314
C -0.879 2.613 -0.984
N -0.025 2.120 -0.039
C 0.854 2.948 0.597
C 0.924 4.308 0.273
C 0.053 4.831 -0.691
C -1.790 1.633 -1.680
P -2.051 0.110 -0.640
Lu 0.000 0.000 0.378
P 1.968 0.505 1.403
C 1.693 2.335 1.696
C 0.022 -2.039 0.689
C -0.994 -2.700 1.425
C -1.013 -4.094 1.591
C -0.002 -4.892 1.036
C 1.028 -4.269 0.315
C 1.034 -2.874 0.146
O -0.729 0.216 -4.325
O 0.479 -1.803 -2.946
H -1.557 4.352 -2.071
H 1.644 4.950 0.789
H 0.086 5.894 -0.951
C -3.512 0.494 0.416
C -2.671 -1.170 -1.797
H 2.624 2.906 1.859
H 1.104 2.370 2.634
H -1.295 1.241 -2.602
H -2.730 2.120 -1.996
C 2.392 -0.161 3.062
C 3.556 0.415 0.473
H -1.785 -2.100 1.889
H -1.824 -4.560 2.166
H -0.013 -5.980 1.166
H 1.833 -4.872 -0.123
H 1.845 -2.419 -0.436
H 0.613 -1.206 -2.149
H 0.202 -2.643 -2.536
H -0.362 -0.622 -3.933
H 0.081 0.704 -4.560
H 0.800 -0.220 -1.109
H -4.409 0.719 -0.188
H -3.712 -0.373 1.067
H -3.260 1.354 1.057
H -3.557 -0.828 -2.359
H -1.852 -1.421 -2.487
H -2.921 -2.065 -1.203
H 4.396 0.870 1.028
H 3.779 -0.647 0.271
H 3.417 0.925 -0.494
H 3.283 0.322 3.498
H 1.518 -0.027 3.719
H 2.573 -1.244 2.951
N 0.000 0.000 3.639
C 0.000 0.000 2.378
```

Strongest force on any atom (eV/Å): 14.2
E_tot (a.u.): -2881.236408
Charge: 0
Relative energy (zero: lowest compared OMol25 entry of this formula, charge and spin) (kJ/mol): 433.1
E_LUMO (eV): -0.3